The following is a DFT calculation (wB97M-V/def2-TZVPD) of C22H37F9GaIO11P3 as an isolated structure in a non-equilibrium geometry.

Atoms and positions in Å:
O 0.244 0.930 3.943
P -1.140 0.491 3.666
O -2.175 1.737 3.826
O -1.684 -0.596 4.723
Ga -1.261 -0.292 1.438
I -1.048 -2.857 1.284
C 0.130 0.773 0.388
F -0.130 2.125 0.672
F -0.078 0.662 -0.981
C 1.595 0.568 0.689
C 2.487 1.484 0.141
C 3.849 1.338 0.336
C 4.352 0.273 1.068
C 3.452 -0.608 1.640
C 3.988 -1.760 2.443
F 4.307 -1.397 3.705
F 3.104 -2.767 2.555
F 5.102 -2.284 1.880
C 2.085 -0.465 1.462
C -3.176 0.186 0.799
F -4.078 -0.478 1.598
F -3.420 1.544 0.961
C -3.499 -0.107 -0.657
F -3.100 -1.343 -1.037
F -4.870 -0.079 -0.834
H -1.960 2.425 3.185
H -2.648 -0.585 4.774
H 2.115 2.314 -0.444
H 4.568 2.034 -0.077
H 5.423 0.172 1.170
H 1.417 -1.177 1.928
H -3.085 0.633 -1.341
O 6.404 7.321 -1.290
P 5.228 6.566 -0.765
O 4.724 7.672 0.373
C 4.693 9.068 0.110
C 3.331 9.537 -0.369
O 5.992 5.464 0.162
C 7.377 5.176 -0.005
C 8.233 6.048 0.892
O 3.895 5.675 -0.447
C 2.566 6.116 -0.704
C 2.305 6.375 -2.175
H 5.463 9.351 -0.610
H 4.932 9.565 1.053
H 3.074 9.082 -1.328
H 3.327 10.621 -0.498
H 2.553 9.274 0.348
H 7.673 5.277 -1.050
H 7.513 4.127 0.262
H 7.955 7.098 0.808
H 9.289 5.941 0.641
H 8.096 5.763 1.936
H 2.329 6.985 -0.090
H 1.914 5.312 -0.360
H 3.051 7.057 -2.597
H 1.316 6.812 -2.313
H 2.351 5.445 -2.742
O -6.677 -6.496 -0.668
P -5.460 -6.610 -1.494
O -4.369 -7.481 -0.667
C -4.758 -8.543 0.198
C -4.727 -9.893 -0.493
O -4.793 -5.154 -1.483
C -5.446 -4.025 -0.886
C -5.052 -3.860 0.566
O -4.904 -6.859 -2.976
C -4.901 -8.152 -3.581
C -6.291 -8.737 -3.737
H -5.745 -8.360 0.626
H -4.043 -8.544 1.022
H -5.455 -9.935 -1.306
H -4.966 -10.687 0.215
H -3.740 -10.093 -0.913
H -6.528 -4.105 -0.998
H -5.132 -3.148 -1.453
H -5.143 -4.799 1.115
H -5.677 -3.108 1.049
H -4.013 -3.542 0.644
H -4.237 -8.819 -3.027
H -4.452 -8.020 -4.565
H -6.837 -8.730 -2.789
H -6.231 -9.766 -4.094
H -6.873 -8.157 -4.454

Properties
Frontier orbital gap ... 0.2423 hartree
Calculated total energy ... -158746.8787 eV
F_max ... 8.27 eV Å⁻¹
Charge ... -1
HOMO level ... -0.2110 Ha

How positive or negative is each atom? The Löwdin charges in e answer that: -0.348, 0.365, -0.196, -0.186, 0.144, 0.394, -0.467, -0.027, 0.000, -0.155, -0.011, -0.057, -0.018, -0.108, -0.566, 0.135, 0.131, 0.119, 0.024, -0.488, 0.008, -0.001, -0.341, 0.024, 0.034, 0.059, 0.068, 0.113, 0.100, 0.118, 0.059, 0.158, -0.238, 0.608, -0.212, -0.296, -0.081, -0.212, -0.291, -0.076, -0.189, -0.267, -0.077, 0.102, 0.117, 0.062, 0.076, 0.076, 0.103, 0.115, 0.070, 0.075, 0.076, 0.099, 0.125, 0.064, 0.084, 0.081, -0.230, 0.470, -0.177, -0.279, -0.079, -0.186, -0.266, -0.070, -0.166, -0.270, -0.083, 0.107, 0.120, 0.056, 0.077, 0.079, 0.103, 0.108, 0.074, 0.081, 0.008, 0.101, 0.120, 0.065, 0.081, 0.081

=====

The following is a DFT calculation (wB97M-V/def2-TZVPD) of a 2-piece molecular cluster, C22H37FN7O3S2 overall in a non-equilibrium geometry.

Atoms and positions in Å:
C 6.729 -0.901 -0.374
C 5.845 -1.357 0.856
C 4.374 -1.832 0.447
C 3.450 -1.663 1.716
N 2.163 -0.946 1.528
N 2.198 0.099 0.638
C 1.628 0.045 -0.540
N 0.905 -1.101 -0.985
S 1.839 -2.159 -2.013
C -0.444 -0.761 -1.523
C -1.397 -0.536 -0.278
C -2.897 -0.873 -0.602
O -3.246 -1.788 -1.308
C -3.962 0.048 0.090
C -4.967 -0.455 1.011
C -5.875 0.532 1.619
C -5.808 1.966 1.312
C -4.797 2.452 0.375
C -3.896 1.473 -0.211
C -0.467 0.420 -2.561
C 0.353 1.612 -1.897
N 0.371 2.799 -2.762
C -1.024 3.337 -2.922
C 1.091 3.930 -2.120
C 1.045 4.248 -0.588
O 1.751 4.622 -2.848
N 1.679 1.201 -1.393
S 2.895 1.083 -2.623
C 2.905 1.339 1.095
C 2.902 1.479 2.674
F 4.191 1.352 0.547
H 6.150 -0.649 -1.295
H 7.330 -0.011 -0.033
H 7.499 -1.706 -0.548
H 5.799 -0.500 1.587
H 6.291 -2.223 1.416
H 4.476 -2.937 0.245
H 4.008 -1.359 -0.495
H 4.027 -1.197 2.558
H 3.187 -2.698 2.077
H 1.356 -1.553 1.402
H 0.939 -3.097 -2.453
H -0.826 -1.692 -2.029
H -1.370 0.513 0.110
H -1.078 -1.229 0.554
H -5.045 -1.532 1.273
H -6.652 0.220 2.349
H -6.495 2.711 1.776
H -4.670 3.525 0.119
H -3.123 1.830 -0.930
H -0.095 0.157 -3.583
H -1.551 0.704 -2.694
H -0.261 1.891 -0.979
H -1.626 2.754 -3.658
H -0.950 4.395 -3.273
H -1.537 3.380 -1.910
H 0.305 3.650 -0.001
H 0.816 5.346 -0.501
H 2.095 4.112 -0.204
H 4.130 1.302 -2.056
H 2.378 2.262 0.732
H 3.755 0.906 3.112
H 1.900 1.161 3.057
H 3.065 2.565 2.907
C -5.009 -5.047 2.115
O -3.927 -4.962 2.672
N -5.194 -4.682 0.815
N -6.123 -5.514 2.743
H -6.073 -4.742 0.336
H -4.391 -4.332 0.320
H -6.024 -5.793 3.703
H -7.020 -5.592 2.303

Properties
Frontier orbital gap ... 0.2699 hartree
Calculated total energy ... -64364.7211 eV
F_max ... 2.64 eV Å⁻¹
Charge ... +1
HOMO level ... -0.4293 Ha

How positive or negative is each atom? The Löwdin charges in e answer that: -0.103, -0.249, -0.191, -0.149, 0.027, 0.038, -0.328, -0.383, 0.844, -0.317, -0.048, -0.327, 0.107, -0.135, 0.000, -0.052, -0.061, -0.063, -0.049, -0.047, -0.382, -0.085, -0.043, -0.470, 0.005, 0.117, -0.355, 0.888, -0.256, 0.006, 0.017, 0.064, 0.078, 0.079, 0.089, 0.115, 0.117, 0.046, 0.105, 0.139, 0.140, -0.084, 0.136, 0.106, 0.141, 0.106, 0.101, 0.104, 0.101, 0.082, 0.134, 0.124, 0.129, 0.102, 0.111, 0.093, 0.075, 0.107, 0.089, -0.098, 0.126, 0.084, 0.099, 0.100, -0.701, 0.015, 0.148, 0.151, 0.096, 0.094, 0.107, 0.095

=====

The following is a DFT calculation (wB97M-V/def2-TZVPD) of C22H37InNO4S as an isolated structure in a non-equilibrium geometry.

Atoms and positions in Å:
C -4.286 -5.519 -4.643
C -2.880 -4.878 -5.086
C -3.109 -3.329 -5.355
C -1.721 -2.514 -5.454
C -1.849 -1.229 -4.528
C -0.414 -0.574 -4.320
C -0.607 0.693 -3.369
C 0.798 1.333 -2.932
C 0.800 1.689 -1.377
C 2.277 1.584 -0.781
C 2.428 0.672 0.499
C 1.660 1.234 1.809
C 2.362 2.598 2.133
C 1.837 3.284 3.418
C 0.734 4.307 3.266
C 0.215 5.025 4.422
C 0.757 4.769 5.864
C 1.817 3.765 6.044
C 2.357 3.060 4.858
O 0.210 1.290 1.665
S -0.421 -0.231 1.734
O -1.611 -0.445 2.536
O -0.636 -0.953 0.488
O 0.919 -0.983 2.382
C 1.840 0.017 2.807
N 1.724 0.255 4.266
C 1.547 -1.037 5.036
C 0.038 -1.310 5.441
H -5.103 -4.799 -4.987
H -4.445 -6.516 -5.152
H -4.345 -5.608 -3.521
H -2.462 -5.402 -5.993
H -2.141 -5.000 -4.243
H -3.682 -3.222 -6.328
H -3.702 -2.870 -4.498
H -0.857 -3.150 -5.123
H -1.557 -2.248 -6.539
H -2.246 -1.518 -3.504
H -2.499 -0.427 -4.985
H 0.335 -1.271 -3.853
H 0.014 -0.165 -5.287
H -1.213 0.344 -2.483
H -1.194 1.519 -3.871
H 1.023 2.288 -3.483
H 1.595 0.589 -3.211
H 0.042 1.042 -0.865
H 0.477 2.766 -1.237
H 2.745 2.612 -0.662
H 2.899 1.085 -1.590
H 2.134 -0.380 0.244
H 3.520 0.653 0.801
H 2.224 3.344 1.288
H 3.486 2.468 2.213
H 0.303 4.570 2.264
H -0.583 5.817 4.356
H 0.382 5.313 6.767
H 2.269 3.511 7.039
H 3.185 2.331 5.033
H 2.880 -0.393 2.636
H 2.669 0.554 4.549
H 2.128 -0.883 5.997
H 2.049 -1.910 4.523
H 0.019 -1.575 6.540
H -0.400 -2.201 4.907
H -0.578 -0.382 5.284
In -6.156 -3.456 -3.847

Properties
Frontier orbital gap ... 0.0747 hartree
Relative energy (zero: lowest compared OMol25 entry of this formula, charge and spin) ... 429.7 kJ/mol
Calculated total energy ... -49066.9239 eV
F_max ... 5.61 eV Å⁻¹
Charge ... +3
HOMO level ... -0.5926 Ha

How positive or negative is each atom? The Löwdin charges in e answer that: -0.172, -0.213, -0.242, -0.178, -0.215, -0.209, -0.203, -0.177, -0.182, -0.162, -0.099, -0.340, -0.027, 0.004, 0.049, 0.107, 0.142, 0.018, 0.118, -0.140, 0.738, -0.200, -0.222, -0.128, -0.295, 0.113, -0.174, -0.060, -0.131, 0.110, 0.071, 0.129, 0.118, 0.129, 0.009, 0.114, 0.126, 0.112, 0.126, 0.115, 0.130, 0.099, 0.121, 0.121, 0.104, 0.071, 0.119, 0.118, 0.126, 0.146, 0.139, 0.155, 0.173, 0.148, 0.150, 0.152, 0.144, 0.128, 0.199, 0.106, 0.136, 0.157, 0.095, 0.096, 0.084, 1.107

=====

The following is a DFT calculation (wB97M-V/def2-TZVPD) of one molecule with the formula C22H37N3O3.

Atoms and positions in Å:
C 2.051 -0.696 -3.473
C 2.230 -0.963 -1.984
C 2.958 0.144 -1.216
C 4.217 0.538 -1.967
C 5.198 -0.592 -2.214
C 2.049 1.369 -1.093
C 2.567 2.484 -0.201
C 3.398 -0.268 0.184
O 4.462 0.130 0.619
N 2.625 -1.066 0.969
C 3.141 -1.330 2.332
C 1.998 -2.161 2.886
O 1.629 -2.227 4.278
N 0.240 -2.509 4.227
C -0.232 -2.161 3.085
C -1.600 -2.592 2.712
N -2.486 -1.692 1.995
C -2.393 -0.366 1.699
O -1.525 0.380 2.115
C -3.471 0.135 0.764
C -4.043 1.437 1.291
C -5.334 1.853 0.594
C -5.171 2.656 -0.694
C -4.052 2.216 -1.639
C -3.802 0.714 -1.724
C -2.879 0.187 -0.633
C 0.831 -1.456 2.294
C 1.181 -1.380 0.824
H 1.462 -1.499 -3.920
H 1.520 0.241 -3.655
H 2.999 -0.653 -4.008
H 1.233 -1.114 -1.570
H 2.761 -1.911 -1.853
H 3.921 0.985 -2.921
H 4.729 1.326 -1.417
H 6.062 -0.224 -2.770
H 5.562 -1.004 -1.273
H 4.756 -1.406 -2.794
H 1.873 1.766 -2.098
H 1.064 1.063 -0.723
H 1.868 3.322 -0.213
H 2.673 2.155 0.834
H 3.538 2.853 -0.530
H 4.106 -1.826 2.310
H 3.259 -0.395 2.888
H 2.080 -3.196 2.519
H -1.485 -3.494 2.105
H -2.101 -2.900 3.635
H -3.318 -2.144 1.652
H -4.294 -0.602 0.750
H -4.240 1.311 2.358
H -3.294 2.231 1.219
H -5.941 0.959 0.403
H -5.924 2.457 1.287
H -6.125 2.634 -1.230
H -5.005 3.707 -0.437
H -4.286 2.597 -2.636
H -3.113 2.705 -1.355
H -4.752 0.164 -1.728
H -3.325 0.498 -2.683
H -1.981 0.812 -0.613
H -2.553 -0.824 -0.907
H 0.834 -0.437 2.679
H 0.627 -0.593 0.333
H 1.027 -2.345 0.330

Properties
Frontier orbital gap ... 0.3540 hartree
Relative energy (zero: lowest compared OMol25 entry of this formula, charge and spin) ... 226.4 kJ/mol
Calculated total energy ... -34026.2895 eV
F_max ... 0.85 eV Å⁻¹
Charge ... 0
HOMO level ... -0.3432 Ha

How positive or negative is each atom? The Löwdin charges in e answer that: -0.088, -0.200, -0.399, -0.212, -0.077, -0.186, -0.074, -0.417, 0.072, 0.015, -0.048, -0.274, -0.052, 0.134, -0.222, -0.096, 0.090, -0.461, 0.084, -0.269, -0.152, -0.200, -0.206, -0.206, -0.196, -0.163, -0.204, -0.068, 0.077, 0.075, 0.068, 0.088, 0.123, 0.116, 0.109, 0.079, 0.077, 0.067, 0.115, 0.102, 0.077, 0.079, 0.076, 0.129, 0.141, 0.170, 0.133, 0.130, 0.133, 0.143, 0.123, 0.131, 0.110, 0.108, 0.107, 0.109, 0.106, 0.111, 0.120, 0.109, 0.120, 0.120, 0.163, 0.100, 0.133